(1)
Formula: C5H8N2O
Source: the Open Molecules 2025 dataset
Level of theory: ωB97M-V with the def2-TZVPD basis set

Geometry (Å):
1 H -2.249 -2.016 -0.303
2 N -2.285 -1.018 -0.064
3 C -1.245 -0.428 -0.409
4 C -0.845 0.937 -0.391
5 C 0.293 1.381 0.243
6 C 0.656 0.886 1.622
7 C 0.048 -1.460 -1.097
8 N 1.198 -0.837 -1.106
9 O -0.314 -2.601 -1.232
10 H -1.246 1.519 -1.215
11 H 0.565 2.415 0.053
12 H 0.434 -0.178 1.712
13 H 1.720 1.033 1.810
14 H 0.105 1.427 2.392
15 H 1.126 0.292 -0.679
16 H 2.038 -1.349 -1.336

The energy above the lowest of the compared OMol25 structures with the same formula, charge and spin comes out at 244.9 kJ/mol. For the frontier orbital gap, the calculation gives 8.91 eV. The HOMO energy comes out at -0.32848 hartree.

Results of the Löwdin charge analysis, in e, for atoms 1 through 6: 0.0639, 0.1566, -0.2772, -0.0630, -0.2112, -0.0885



(2)
Formula: C12H23AgCl10NiO8P
Source: the Open Molecules 2025 dataset
Level of theory: ωB97M-V with the def2-TZVPD basis set

Geometry (Å):
1 Ag -1.045 -0.078 -3.029
2 Ni 1.912 -0.448 -2.469
3 P 0.338 2.544 -3.077
4 O 0.782 3.876 -2.385
5 O 0.828 3.003 -4.478
6 O -1.081 2.033 -2.875
7 O 1.315 1.340 -2.921
8 C -0.120 -0.149 0.085
9 O 0.312 -0.732 -1.107
10 H -1.212 -0.236 0.150
11 H 0.239 -0.665 0.993
12 H 0.177 0.897 0.229
13 C 0.534 -0.806 -5.178
14 O 1.428 -0.114 -5.752
15 O -0.738 -0.649 -5.181
16 O 0.869 -1.125 -3.930
17 Cl -2.154 -2.637 -2.957
18 C -1.514 -3.527 -1.560
19 C -2.143 -4.843 -1.258
20 Cl -3.929 -4.728 -0.873
21 H -1.727 -2.883 -0.703
22 H -0.448 -3.560 -1.776
23 H -1.658 -5.455 -0.504
24 H -2.102 -5.393 -2.202
25 Cl -3.830 -3.812 3.351
26 C -3.103 -2.931 1.978
27 C -2.572 -1.592 2.436
28 Cl -1.103 -1.701 3.437
29 H -3.928 -2.688 1.312
30 H -2.328 -3.527 1.508
31 H -3.282 -0.977 2.986
32 H -2.244 -0.929 1.635
33 Cl 3.870 -0.599 3.691
34 C 2.233 -1.231 3.392
35 C 2.119 -2.694 3.816
36 Cl 3.126 -3.728 2.721
37 H 2.062 -1.077 2.327
38 H 1.607 -0.535 3.946
39 H 1.101 -3.063 3.881
40 H 2.617 -2.744 4.783
41 Cl -1.806 6.185 1.409
42 C -1.029 5.113 0.169
43 C -1.316 3.659 0.434
44 Cl -3.040 3.233 0.651
45 H 0.034 5.280 0.309
46 H -1.425 5.453 -0.780
47 H -0.802 3.189 1.270
48 H -1.000 3.082 -0.437
49 Cl 3.650 0.851 0.424
50 C 2.961 2.366 -0.236
51 C 3.343 3.536 0.655
52 Cl 2.696 3.316 2.297
53 H 1.883 2.231 -0.236
54 H 3.307 2.531 -1.254
55 H 2.916 4.433 0.205
56 H 4.418 3.706 0.679

The net charge is -2. For the frontier orbital gap (alpha / beta), the calculation gives 4.93 / 4.88 eV. The spin multiplicity is 4. The HOMO energy (alpha / beta) comes out at -0.05070 / -0.04886 hartree.

Results of the Löwdin charge analysis, in e, for atoms 1 through 6: 0.6790, 0.8312, 0.0146, -0.3448, -0.1453, -0.4360



(3)
Formula: C43H61BBiNO2SSi3Te
Source: the Open Molecules 2025 dataset
Level of theory: ωB97M-V with the def2-TZVPD basis set

Geometry (Å):
1 Bi -0.252 -0.080 -0.021
2 C 3.854 0.659 7.102
3 C 3.229 0.178 5.791
4 C 4.265 -0.676 5.043
5 C 2.005 -0.688 6.126
6 C 2.796 1.342 4.897
7 C 2.942 2.687 5.268
8 C 2.544 3.733 4.450
9 C 1.979 3.436 3.218
10 S 1.376 4.473 1.959
11 C 0.928 3.037 1.014
12 N 1.227 1.931 1.598
13 C 1.816 2.098 2.829
14 C 2.226 1.063 3.663
15 C 0.236 3.129 -0.276
16 C 0.065 4.396 -0.844
17 C -0.599 4.562 -2.043
18 C -1.121 3.453 -2.689
19 C -0.969 2.193 -2.130
20 C -0.281 1.989 -0.936
21 H 4.152 -0.204 7.699
22 H 3.145 1.245 7.689
23 H 4.745 1.263 6.916
24 H 4.573 -1.521 5.663
25 H 5.152 -0.080 4.811
26 H 3.862 -1.070 4.108
27 H 2.291 -1.509 6.788
28 H 1.563 -1.119 5.226
29 H 1.241 -0.092 6.625
30 H 3.388 2.936 6.222
31 H 2.672 4.758 4.773
32 H 2.101 0.048 3.303
33 H 0.459 5.265 -0.328
34 H -0.718 5.551 -2.466
35 H -1.656 3.570 -3.623
36 H -1.402 1.344 -2.647
37 C -4.205 0.869 4.576
38 Si -2.370 1.074 4.192
39 C -2.173 2.401 2.867
40 C -1.452 1.597 5.752
41 C -1.630 -0.543 3.552
42 Te -2.854 -1.444 2.016
43 C -3.923 -2.695 3.435
44 Si -3.068 -4.361 3.665
45 C -2.683 -5.106 1.976
46 C -1.472 -4.129 4.645
47 C -4.210 -5.533 4.604
48 H -4.657 1.834 4.819
49 H -4.369 0.201 5.426
50 H -4.732 0.456 3.714
51 H -2.852 3.239 3.041
52 H -2.384 2.000 1.871
53 H -1.155 2.797 2.863
54 H -1.807 2.566 6.112
55 H -0.380 1.685 5.557
56 H -1.594 0.871 6.556
57 H -1.496 -1.281 4.347
58 H -0.651 -0.358 3.105
59 H -4.930 -2.832 3.033
60 H -4.020 -2.135 4.367
61 H -1.847 -4.589 1.502
62 H -3.546 -5.012 1.310
63 H -2.431 -6.167 2.052
64 H -0.765 -3.500 4.097
65 H -0.987 -5.090 4.834
66 H -1.666 -3.658 5.612
67 H -5.132 -5.712 4.046
68 H -4.484 -5.127 5.582
69 H -3.727 -6.500 4.768
70 C 0.623 -1.166 -6.535
71 C -0.081 -2.282 -6.102
72 C -0.524 -2.354 -4.791
73 C -0.271 -1.323 -3.882
74 C 0.457 -0.220 -4.329
75 C 0.891 -0.136 -5.645
76 Si -0.897 -1.529 -2.109
77 C -2.795 -1.588 -2.093
78 C -3.566 -0.476 -1.743
79 C -4.950 -0.546 -1.673
80 C -5.599 -1.742 -1.943
81 C -4.855 -2.861 -2.292
82 C -3.472 -2.780 -2.367
83 H 0.964 -1.099 -7.561
84 H -0.276 -3.098 -6.787
85 H -1.084 -3.225 -4.465
86 H 0.710 0.576 -3.638
87 H 1.443 0.734 -5.980
88 H -0.507 -2.931 -1.788
89 H -3.081 0.468 -1.513
90 H -5.522 0.329 -1.390
91 H -6.678 -1.803 -1.877
92 H -5.353 -3.801 -2.499
93 H -2.903 -3.666 -2.628
94 C 4.957 0.889 -1.747
95 C 4.099 -0.288 -1.310
96 C 4.319 -1.463 -2.259
97 O 2.710 0.093 -1.432
98 B 2.035 -0.352 -0.335
99 O 2.857 -0.910 0.604
100 C 4.229 -0.678 0.208
101 C 4.751 0.463 1.081
102 C 5.031 -1.940 0.480
103 H 4.784 1.074 -2.808
104 H 6.015 0.667 -1.599
105 H 4.699 1.793 -1.197
106 H 4.067 -1.146 -3.271
107 H 3.670 -2.300 -1.997
108 H 5.358 -1.792 -2.240
109 H 4.157 1.365 0.927
110 H 5.799 0.678 0.869
111 H 4.653 0.175 2.129
112 H 4.562 -2.810 0.023
113 H 5.079 -2.103 1.557
114 H 6.047 -1.835 0.098

For the frontier orbital gap, the calculation gives 7.30 eV. The HOMO energy comes out at -0.26775 hartree.

Results of the Löwdin charge analysis, in e, for atoms 1 through 6: 1.3526, -0.0676, -0.5524, -0.0469, -0.0394, -0.1666



(4)
Formula: C5H16O3
Source: the Open Molecules 2025 dataset
Level of theory: ωB97M-V with the def2-TZVPD basis set

Geometry (Å):
1 C 0.320 -1.409 -1.656
2 C -0.055 -0.722 -0.591
3 C 0.138 0.738 -0.417
4 C 0.953 1.036 0.867
5 C 0.904 2.561 1.000
6 H 0.775 -1.010 -2.571
7 H 0.118 -2.483 -1.726
8 H -0.374 -1.268 0.309
9 H -0.785 1.324 -0.394
10 H 0.774 1.058 -1.287
11 H 0.497 0.595 1.752
12 H 1.962 0.657 0.807
13 H 1.512 2.984 1.829
14 H -0.118 2.842 1.322
15 H 1.185 3.120 -0.019
16 O 3.144 -1.813 0.124
17 H 3.436 -0.916 0.294
18 H 2.215 -1.858 -0.118
19 O -2.732 -0.262 -1.104
20 H -2.989 0.214 -1.908
21 H -1.789 -0.237 -1.370
22 O -2.258 -0.152 1.626
23 H -2.306 -0.453 0.703
24 H -3.189 0.027 1.813

The energy above the lowest of the compared OMol25 structures with the same formula, charge and spin comes out at 105.8 kJ/mol. For the frontier orbital gap, the calculation gives 10.87 eV. The HOMO energy comes out at -0.37723 hartree.

Results of the Löwdin charge analysis, in e, for atoms 1 through 6: 0.0009, -0.2711, -0.2336, -0.2523, -0.1321, 0.0809